1.
Here is C43H48FeN4O2PS2 as an isolated structure from the OMol25 dataset. Energies are from ωB97M-V/def2-TZVPD.

Summary:
- Kohn-Sham gap (spin up / spin down) (eV) = 6.9 / 6.9
- net charge = +1
- LUMO (spin up / spin down) (eV) = -2.82 / -2.80
- relative energy (zero: lowest compared OMol25 entry of this formula, charge and spin) (eV) = 0.000

Element x y z (Å)
Fe 0.30562 -0.56296 0.01252
N -0.65693 -1.93597 4.11567
C -0.04090 -1.20722 5.14828
C -0.28825 -1.52664 6.47208
C 0.33373 -0.81324 7.48989
C 1.21313 0.20822 7.18337
C 1.46276 0.52968 5.85406
C 0.82868 -0.16830 4.84451
S 1.13356 0.27526 3.14749
N 0.42862 -0.96655 2.25494
C -0.33845 -1.84392 2.79305
C -0.96792 -2.83321 1.89965
C -1.46189 -4.05897 2.32654
C -2.16428 -4.84760 1.42716
C -2.35382 -4.37749 0.13816
C -1.76765 -3.16903 -0.20925
N -1.06430 -2.43179 0.64344
H -1.33708 -2.61607 4.40206
H -0.97944 -2.32446 6.71847
H 0.12674 -1.05846 8.52207
H 1.70053 0.76724 7.96976
H 2.14071 1.33251 5.59218
H -1.28871 -4.41105 3.33373
H -2.57318 -5.80078 1.73338
H -2.92241 -4.93500 -0.59169
H -1.87279 -2.77249 -1.20857
S 4.98644 -2.00329 0.24062
C 3.34413 -1.90962 -0.26070
N 2.66131 -0.89455 0.15739
C 3.45979 -0.04927 0.92302
C 3.07563 1.16702 1.48403
C 3.99131 1.86933 2.23756
C 5.29283 1.39317 2.41937
C 5.70196 0.20514 1.84910
C 4.77462 -0.50946 1.10039
H 2.93802 -2.69225 -0.88470
H 2.07995 1.54130 1.28965
H 3.69391 2.79957 2.70343
H 5.99511 1.97363 3.00204
H 6.70875 -0.16720 1.97882
C -3.18209 6.85557 1.05307
C -2.70571 5.43150 1.11429
C -3.40544 4.40839 0.50018
C -2.95778 3.08970 0.50969
C -3.84942 2.05209 -0.12214
C -1.72289 2.80652 1.12038
C -1.05315 3.81657 1.83797
C 0.18036 3.51497 2.64717
C -1.55902 5.10333 1.83093
C -1.01526 1.51690 0.84933
O -1.57602 0.39144 0.86773
O 0.19841 1.57621 0.47560
H -3.77353 7.03155 0.15606
H -2.33437 7.53956 1.05976
H -3.80329 7.08626 1.92096
H -4.33304 4.63576 -0.01441
H -4.81576 2.05286 0.38517
H -3.43348 1.05780 -0.03922
H -4.03826 2.28956 -1.17101
H 1.02198 3.29683 1.99037
H 0.01699 2.64511 3.28336
H 0.43685 4.36402 3.27902
H -1.03975 5.88083 2.37990
C 2.88406 -1.06198 -3.45146
C 1.64792 -0.36702 -4.03874
C 1.34040 -0.98769 -5.39906
C 1.94565 1.12678 -4.18571
P 0.28883 -0.60625 -2.73027
C -0.07358 -2.38958 -3.00457
C 0.51800 -3.24966 -2.07550
C 0.40454 -4.62611 -2.18520
C -0.32023 -5.17021 -3.23406
C -0.94623 -4.33073 -4.14481
C -0.81589 -2.95320 -4.04030
C -1.25615 0.38033 -3.19590
C -2.38998 -0.29746 -2.41655
C -1.03108 1.78503 -2.61508
C -1.65025 0.49547 -4.66621
H 3.72618 -0.97018 -4.14017
H 2.69576 -2.12669 -3.29906
H 3.16671 -0.61029 -2.49868
H 2.18360 -0.79038 -6.06464
H 0.44791 -0.57075 -5.86060
H 1.22699 -2.06762 -5.32561
H 2.84511 1.26146 -4.78983
H 2.11856 1.58948 -3.21176
H 1.13409 1.65387 -4.68517
H 1.05614 -2.81361 -1.23993
H 0.86947 -5.26648 -1.44617
H -0.40578 -6.24406 -3.33335
H -1.53899 -4.75226 -4.94611
H -1.30469 -2.32941 -4.77418
H -2.12841 -0.40140 -1.35906
H -2.62033 -1.28333 -2.82440
H -3.29664 0.30608 -2.47626
H -0.70166 1.73448 -1.57729
H -1.96349 2.35317 -2.64554
H -0.28265 2.34217 -3.17654
H -1.83812 -0.47174 -5.12941
H -0.90808 1.03101 -5.25568
H -2.58377 1.06019 -4.72428

Cartesian forces (eV/Å) of the 2 atoms listed first:
-0.29 0.97 2.17
0.04 -0.02 -0.26

---

2.
Here is C43H49LaN13OPSSe as an isolated structure from the OMol25 dataset. Energies are from ωB97M-V/def2-TZVPD.

Summary:
- Kohn-Sham gap (eV) = 7.6
- LUMO (eV) = 0.18
- relative energy (zero: lowest compared OMol25 entry of this formula, charge and spin) (eV) = 1.345

Element x y z (Å)
La -0.32967 0.40801 0.63714
C 5.57393 3.11981 -1.53076
C 4.87223 1.76531 -1.47296
N 3.48103 1.81921 -1.84936
C 2.48243 1.99831 -0.94656
S 0.91363 2.28971 -1.57906
N 2.76933 2.01061 0.32024
N 1.81313 1.87191 1.25064
C 1.89933 2.63861 2.29044
C 2.92123 3.73331 2.37294
C 1.07033 2.33651 3.45004
C 0.62803 3.33141 4.32874
C -0.06347 2.95771 5.46514
C -0.26187 1.60651 5.71364
C 0.19743 0.69311 4.77464
N 0.81783 1.03611 3.65944
H 6.59193 3.01631 -1.16746
H 5.05303 3.83921 -0.90566
H 5.60033 3.49681 -2.55026
H 4.90493 1.38011 -0.45266
H 5.37493 1.06061 -2.14246
H 3.25293 2.08031 -2.79606
H 2.91323 4.31691 1.45354
H 3.90943 3.28091 2.46064
H 2.75183 4.37721 3.22794
H 0.80293 4.37521 4.10874
H -0.43097 3.70571 6.15434
H -0.77967 1.27821 6.60374
H 0.06663 -0.37059 4.92934
C -3.70477 2.71981 3.48934
C -4.50517 1.62621 3.79384
C -3.97487 0.35951 3.66874
C -2.65877 0.19601 3.21474
N -1.93537 1.25911 2.82974
C -2.43407 2.47531 2.99824
C -1.97387 -1.10509 3.20974
C -2.37667 -2.07399 4.13634
C -1.69597 -3.26899 4.24124
C -0.59917 -3.49589 3.42754
C -0.20137 -2.53099 2.51364
C -0.86287 -1.30739 2.35594
H -4.06407 3.72991 3.61104
H -5.52637 1.77321 4.11604
H -4.58477 -0.50079 3.89384
H -1.76587 3.29661 2.74994
H -3.20157 -1.87949 4.80904
H -2.00937 -4.01079 4.96224
H -0.04547 -4.42189 3.51644
H 0.67523 -2.73909 1.90834
C -1.26707 0.44561 -4.64666
C -0.79897 0.06511 -3.34916
N -0.43207 -0.20379 -2.29686
H -2.25297 0.01081 -4.81676
H -0.57797 0.09231 -5.41366
H -1.33837 1.53281 -4.69236
C 5.68733 -6.27659 -0.38126
C 4.47713 -6.18819 -1.25896
C 3.21343 -5.96409 -0.73216
C 2.10193 -5.85899 -1.54976
C 2.24243 -5.96319 -2.92866
N 1.16313 -5.86029 -3.81636
C -0.08257 -5.29639 -3.67836
O -1.00827 -5.68179 -4.35746
N -0.24847 -4.28119 -2.75766
C 0.66433 -3.35899 -2.27296
C 1.86843 -3.05059 -2.90876
C 2.70473 -2.11969 -2.32116
C 2.31693 -1.50429 -1.14166
N 1.14853 -1.74899 -0.55166
C 0.35413 -2.65779 -1.10256
C 3.50403 -6.21969 -3.46316
C 4.60323 -6.32769 -2.63626
H 5.40693 -6.29189 0.66814
H 6.33443 -5.41689 -0.55416
H 6.25943 -7.17489 -0.60626
H 3.08813 -5.87939 0.33714
H 1.12613 -5.71539 -1.11236
H 1.21073 -6.46749 -4.62486
H -1.22477 -4.05919 -2.58696
H 2.13793 -3.51409 -3.84526
H 3.64463 -1.86389 -2.78626
H 2.96513 -0.79089 -0.65046
H -0.58647 -2.84659 -0.59706
H 3.61473 -6.33589 -4.53186
H 5.57563 -6.52179 -3.06476
Se -3.43807 -1.99439 -2.41306
C -2.85047 -1.05299 -1.09306
N -2.43317 -0.39419 -0.22096
C -5.01417 4.47011 -0.49806
N -4.93567 3.08041 -0.90006
C -4.52007 3.00511 -2.28876
N -3.27497 3.70901 -2.55146
C -3.39527 5.08531 -2.10546
N -3.77397 5.20101 -0.70616
C -2.72247 4.74381 0.17514
P -2.27407 2.91881 -0.04856
C -4.06257 2.32441 -0.03686
C -2.15857 3.04711 -1.91846
H -5.29117 4.52021 0.55814
H -5.79797 4.95261 -1.08906
H -5.30577 3.45141 -2.90586
H -4.39607 1.95481 -2.56346
H -4.16507 5.57551 -2.70986
H -2.44067 5.59641 -2.25926
H -3.03917 4.92601 1.20824
H -1.82467 5.34091 -0.01986
H -4.45607 2.38131 0.98354
H -4.06457 1.27851 -0.35436
H -2.07697 2.02901 -2.31326
H -1.23557 3.58921 -2.15416

Cartesian forces (eV/Å) of the 2 atoms listed first:
1.01 0.68 -0.22
-0.18 -0.26 0.05

---

3.
Here is a 5-piece molecular cluster, C43H50Cl2FIN3O15S2 overall from the OMol25 dataset. Energies are from ωB97M-V/def2-TZVPD.

Summary:
- Kohn-Sham gap (eV) = 8.2
- net charge = +1
- LUMO (eV) = -3.37

Element x y z (Å)
C 5.45084 1.03932 2.27866
C 3.98038 1.40404 2.47963
O 3.17028 1.06061 1.35571
C 2.87464 -0.31760 1.24694
C 1.38166 -0.65266 1.37719
C 0.25101 -0.16271 0.39830
S 1.20502 -0.36594 -1.16905
O 2.16549 0.66192 -1.28650
O 1.68999 -1.69728 -1.18282
F 0.23866 -0.22928 -2.40519
C -1.09010 -1.08016 0.60585
I -1.21464 -1.54803 2.79444
C -1.37578 -2.54776 0.02187
Cl -0.95752 -2.85055 -1.70669
C -0.95335 -3.85239 0.74306
C 0.51639 -4.15112 0.99465
C -2.33487 -0.14417 0.22022
S -3.10388 -0.52302 -1.41432
C -3.72636 -0.24281 0.98462
N -3.88706 0.02547 2.39924
C -4.61354 -1.06134 3.08855
N -1.69176 1.36924 0.11172
N -1.56645 1.61292 -1.33874
C -2.59711 2.55122 0.42912
C -3.31733 2.81389 1.75444
O -3.09492 2.47985 2.84473
Cl -4.64982 3.90621 1.38983
C -0.23758 1.33983 0.66524
C -0.39617 1.66757 2.17241
C 0.76934 1.85954 3.14250
O 0.33582 2.73309 4.17867
C 0.66547 2.53652 0.20254
C 0.67096 3.28219 -1.13373
O 1.41769 3.16092 -2.03594
O -0.25298 4.29030 -1.10544
H 5.70079 0.07001 2.71229
H 6.08967 1.79390 2.73817
H 5.67663 1.00878 1.21130
H 3.58320 0.94070 3.39098
H 3.88275 2.48571 2.59018
H 3.33113 -0.72513 0.34572
H 3.34986 -0.85981 2.07437
H 1.35141 -1.73751 1.30806
H 1.09330 -0.40727 2.38829
H -2.46524 -2.57747 -0.00720
H -1.60417 -4.06896 1.58928
H -1.27828 -4.61179 0.02289
H 1.11758 -3.82952 0.14029
H 0.91159 -3.68154 1.89689
H 0.68642 -5.22149 1.10489
H -2.02721 -0.84333 -2.13461
H -4.37696 0.43794 0.41901
H -4.11744 -1.23470 0.75332
H -4.48657 0.83306 2.50581
H -5.64288 -1.13339 2.72828
H -4.65847 -0.80603 4.15032
H -4.08355 -2.00487 2.98955
H -0.64621 1.34508 -1.65426
H -1.63526 2.61360 -1.47508
H -3.38725 2.46524 -0.31611
H -2.01549 3.46140 0.24751
H -1.12282 1.00551 2.63241
H -0.86148 2.64976 2.18477
H 1.62779 2.35713 2.69874
H 1.10935 0.93211 3.61090
H -0.45672 2.36982 4.59147
H 1.68841 2.19003 0.36840
H 0.51674 3.34929 0.91624
H -0.45809 4.54453 -2.02185
C 2.68378 -8.56757 0.99493
C 3.44767 -9.65258 0.90843
C 4.73305 -9.75096 1.64938
O 5.42931 -10.73615 1.57070
C 5.12917 -8.59047 2.49031
C 4.36323 -7.50667 2.57450
C 3.08216 -7.41238 1.83452
O 2.38216 -6.42160 1.91325
H 1.74475 -8.47234 0.46471
H 3.18039 -10.50948 0.30351
H 6.06809 -8.68601 3.02039
H 4.62975 -6.64939 3.17929
C -9.20720 -0.95633 3.56234
C -10.19920 -0.38076 4.23586
C -10.81043 0.89212 3.76952
O -11.70932 1.41923 4.38149
C -10.27151 1.49362 2.52031
C -9.27942 0.91547 1.84942
C -8.67083 -0.35207 2.31954
O -7.76250 -0.87936 1.70580
H -8.74686 -1.88327 3.88029
H -10.60970 -0.80066 5.14518
H -10.73493 2.41777 2.19936
H -8.87193 1.33197 0.93683
C 5.95702 -0.29850 -5.62494
C 5.22804 0.63803 -6.23138
C 4.02780 1.20344 -5.57224
O 3.32140 2.04831 -6.08354
C 3.67820 0.71564 -4.22174
C 4.40437 -0.21699 -3.61570
C 5.60163 -0.80382 -4.26886
O 6.26522 -1.65272 -3.71691
H 6.83637 -0.73733 -6.07854
H 5.46294 1.02187 -7.21588
H 2.80494 1.16234 -3.76300
H 4.15948 -0.58447 -2.62727
C 3.20606 5.07508 -5.50314
C 2.10079 5.27799 -4.79421
C 1.31794 6.52617 -4.91666
O 0.30609 6.69826 -4.26453
C 1.81792 7.55537 -5.86322
C 2.92631 7.35823 -6.57384
C 3.71034 6.09819 -6.45328
O 4.71465 5.91598 -7.10329
H 3.77569 4.16278 -5.41679
H 1.72148 4.54100 -4.09650
H 1.23067 8.46189 -5.93663
H 3.30999 8.09252 -7.27059

Cartesian forces (eV/Å) of the 2 atoms listed first:
-0.11 -0.05 -0.01
0.35 0.14 -0.05

---

4.
Here is C43H51As2Br2CsN6O3P2 as an isolated structure from the OMol25 dataset. Energies are from ωB97M-V/def2-TZVPD.

Summary:
- Kohn-Sham gap (eV) = 7.0
- LUMO (eV) = 0.04
- relative energy (zero: lowest compared OMol25 entry of this formula, charge and spin) (eV) = 1.984

Element x y z (Å)
Cs -0.17612 -1.03405 1.07892
C -1.14431 -1.76376 -2.72555
C -1.43084 -0.27904 -2.93865
As -1.78794 0.66805 -1.22574
C -2.52730 2.31502 -1.94155
C -3.59094 2.95383 -1.30881
C -4.01907 4.20213 -1.73920
C -3.38351 4.82961 -2.80163
C -2.31938 4.20307 -3.43264
C -1.89121 2.95280 -3.00331
C -3.42962 -0.32791 -0.81557
C -4.56868 -0.21664 -1.61108
C -5.67745 -1.01072 -1.36097
C -5.65424 -1.93405 -0.32234
C -4.52455 -2.05583 0.47024
C -3.41891 -1.24972 0.22745
As 0.64153 -2.06087 -1.91880
C 1.73361 -1.43572 -3.42121
C 2.92546 -0.79616 -3.09926
C 3.77003 -0.32425 -4.10047
C 3.42200 -0.48471 -5.43129
C 2.23335 -1.12658 -5.76276
C 1.39832 -1.60282 -4.76382
C 0.81673 -3.98355 -2.24960
C 2.09775 -4.51931 -2.34836
C 2.27885 -5.88501 -2.51001
C 1.17924 -6.73148 -2.56889
C -0.09841 -6.20358 -2.46717
C -0.28129 -4.83449 -2.30759
H -1.18218 -2.30362 -3.67315
H -1.89361 -2.21239 -2.06974
H -2.30902 -0.13216 -3.57115
H -0.58599 0.21857 -3.41962
H -4.09927 2.47778 -0.47812
H -4.85073 4.68300 -1.23984
H -3.71669 5.80371 -3.13552
H -1.81715 4.68529 -4.26169
H -1.05266 2.48486 -3.50572
H -4.59127 0.49623 -2.42738
H -6.55789 -0.91222 -1.98346
H -6.51867 -2.55819 -0.13557
H -4.49821 -2.77836 1.27600
H -2.53770 -1.33774 0.84859
H 3.20528 -0.66016 -2.05907
H 4.69788 0.16797 -3.83537
H 4.07436 -0.11513 -6.21233
H 1.96142 -1.26137 -6.80217
H 0.48510 -2.11421 -5.04400
H 2.96635 -3.87139 -2.30325
H 3.28119 -6.28713 -2.58878
H 1.31914 -7.79762 -2.69313
H -0.96205 -6.85549 -2.50740
H -1.28690 -4.44538 -2.21549
C -3.47901 1.49757 2.42756
C -2.52964 1.43183 3.59045
C -2.87557 2.03195 4.82199
C -1.99963 1.97786 5.86014
C -0.75281 1.33165 5.69226
C 0.22078 1.23273 6.72691
Br -0.10391 1.98595 8.43367
C 1.39745 0.59046 6.50314
C 1.66235 0.02761 5.24300
Br 3.34071 -0.85200 5.03458
C 0.79225 0.08833 4.16441
O 1.03676 -0.41490 3.01220
C -0.48451 0.76318 4.42970
N -1.38913 0.81368 3.40334
H -4.10327 2.39092 2.47124
H -4.13821 0.62702 2.39774
H -2.91280 1.51459 1.49602
H -3.83148 2.52978 4.92222
H -2.23772 2.42895 6.81348
H 2.13584 0.51051 7.28864
N 3.27493 -2.03211 1.35867
N 3.02378 -3.10231 2.23358
C 1.85299 -3.76313 2.13489
N 1.55211 -4.63054 3.10437
N 1.07437 -3.39629 1.11205
N -0.13833 -4.00636 0.97666
O -0.93486 -3.35415 0.29784
O -0.43134 -5.07959 1.48740
H 4.27619 -1.92731 1.26597
H 2.89337 -1.17590 1.75994
H 3.41639 -3.04217 3.16544
H 2.18286 -4.77483 3.87252
H 0.76540 -5.24314 2.95992
C 4.90661 2.35281 -0.60350
P 3.68847 1.20769 0.15078
C 3.72235 1.78211 1.89330
C 2.09848 1.88571 -0.50484
C 1.82053 3.39331 -0.43413
P 1.24450 4.05732 1.19241
C 0.76995 5.73102 0.60818
C -0.42702 3.31442 1.26159
H 5.91392 2.04849 -0.31616
H 4.76803 3.39048 -0.29463
H 4.84646 2.30034 -1.69265
H 3.69182 2.86727 1.99463
H 4.63311 1.40464 2.36412
H 2.87695 1.36597 2.44805
H 1.28700 1.32975 -0.02879
H 2.06780 1.56425 -1.55256
H 1.05816 3.65290 -1.18080
H 2.71400 3.95805 -0.71138
H 0.08508 5.69060 -0.24440
H 1.65615 6.29606 0.31443
H 0.28721 6.27833 1.41888
H -0.95131 3.41153 0.30506
H -1.01243 3.83327 2.02554
H -0.40588 2.26473 1.56203

Cartesian forces (eV/Å) of the 2 atoms listed first:
-0.66 2.23 -0.61
0.14 0.02 -0.03